Record 1
Formula: C23H16BrFeN4O5
Source: the OMol25 dataset
Level of theory: ωB97M-V/def2-TZVPD

For the highest occupied orbital energy (spin up / spin down), the calculation gives -13.74 / -13.74 eV. Its multiplicity is 6. For the HOMO-LUMO gap (spin up / spin down), the calculation gives 8.310 / 4.976 eV. The total energy is -5318.50752 Eh. The net charge is +2. The calculation puts the LUMO energy (spin up / spin down) at -5.43 / -8.76 eV. Its relative energy (zero: lowest compared OMol25 entry of this formula, charge and spin) is 0.0 kcal per mole.

XYZ file:
```
50
C23H16BrFeN4O5 (ωB97M-V/def2-TZVPD)
Fe -0.31141 0.86358 0.61269
O -3.09108 3.05993 5.53279
C -2.62289 2.69353 4.34561
C -3.41298 2.59024 3.19602
C -2.82193 2.20141 2.02018
N -1.51144 1.91557 1.92119
C -0.79072 2.02137 3.04609
Br 1.02845 1.53709 2.77773
C -1.25723 2.39670 4.27087
H -4.03434 3.26732 5.50065
H -4.47029 2.81722 3.21987
H -3.40055 2.12431 1.10954
H -0.62596 2.46102 5.14417
N 5.02185 5.07286 -7.75152
C 4.55610 4.48642 -6.88158
C 3.97108 3.75214 -5.78867
C 3.18034 4.41127 -4.85268
C 2.61909 3.70888 -3.80226
C 2.84748 2.34472 -3.69472
C 3.63327 1.67868 -4.62009
C 4.19691 2.38645 -5.66817
N 2.25884 1.60138 -2.60432
C 2.56397 0.30718 -2.23003
C 1.78238 0.01639 -1.16597
N 0.99268 1.12191 -0.87464
C 1.31440 2.04575 -1.76655
H 3.01043 5.47484 -4.94419
H 2.02564 4.24869 -3.07901
H 3.80801 0.61534 -4.55628
H 4.80958 1.87562 -6.39743
H 3.30807 -0.28311 -2.72968
H 1.73226 -0.89328 -0.59276
H 0.87947 3.02775 -1.81835
O -1.22352 -1.01593 2.97305
C -1.22613 -1.52438 1.87186
O -0.92299 -0.94834 0.74824
C -1.52293 -3.01286 1.75688
C -1.78067 -3.60456 0.47171
C -2.09250 -4.92958 0.30955
C -2.12854 -5.67094 1.48701
O -2.39532 -6.94915 1.64221
C -2.30677 -7.25468 3.04332
O -1.97163 -6.01791 3.68987
C -1.86478 -5.08947 2.76208
C -1.56066 -3.74192 2.91934
H -1.72648 -2.95289 -0.38930
H -2.29965 -5.37712 -0.65132
H -1.50768 -7.97471 3.20523
H -3.27470 -7.59982 3.39921
H -1.38451 -3.28492 3.88258
```

Here are the Löwdin charges for atoms 1 to 6, given in e:
1. Fe 0.778
2. O 0.141
3. C -0.275
4. C 0.038
5. C -0.078
6. N -0.087


Record 2
Formula: C5H9FN
Source: the OMol25 dataset
Level of theory: ωB97M-V/def2-TZVPD

For the highest occupied orbital energy, the calculation gives -14.82 eV. Its multiplicity is 1. Its structure (SMILES) is F[C@@H]1C[NH2+]C12CC2. For the HOMO-LUMO gap, the calculation gives 11.396 eV. The total energy is -350.15797 Eh. The net charge is +1. The calculation puts the LUMO energy at -3.42 eV. Its relative energy (zero: lowest compared OMol25 entry of this formula, charge and spin) is 54.1 kcal per mole.

XYZ file:
```
16
C5H9FN (ωB97M-V/def2-TZVPD)
C 0.81934 0.48931 -1.52586
C 1.19752 -0.97492 -1.10210
C -1.15567 0.56845 1.27025
C 0.34960 0.59900 1.47311
C 0.37692 -0.15620 -0.25184
N -1.13376 -0.39373 0.07236
F 0.76587 -0.35712 2.29090
H 1.50908 1.35754 -1.48271
H 0.09811 0.48182 -2.44211
H 0.60174 -1.65800 -1.74806
H 2.19092 -1.43220 -0.77526
H -1.77507 0.14216 1.97678
H -1.61146 1.57953 1.00485
H 0.98861 1.52005 1.65746
H -1.37043 -1.40511 0.28331
H -1.85132 -0.36058 -0.70107
```

Here are the Löwdin charges for atoms 1 to 6, given in e:
1. C -0.042
2. C -0.063
3. C -0.025
4. C -0.134
5. C -0.281
6. N 0.105


Record 3
Formula: C28H50F12O14
Source: the OMol25 dataset
Level of theory: ωB97M-V/def2-TZVPD

For the highest occupied orbital energy, the calculation gives -9.34 eV. Its multiplicity is 1. Its structure (SMILES) is CCOC(=O)C(F)(F)F.CCOC(=O)C(F)(F)F.CCOC(=O)C(F)(F)F.CCOC(=O)C(F)(F)F.COCCOC.COCCOC.COCCOC. For the HOMO-LUMO gap, the calculation gives 9.773 eV. The total energy is -3348.42277 Eh. The calculation puts the LUMO energy at 0.44 eV. Its relative energy (zero: lowest compared OMol25 entry of this formula, charge and spin) is 97.6 kcal per mole.

XYZ file:
```
104
C28H50F12O14 (ωB97M-V/def2-TZVPD)
C -0.01973 -0.34831 2.63744
O -0.43633 -0.00058 3.97946
C 0.35489 -0.43130 5.01120
C -0.17028 0.16369 6.34427
O -1.13230 -0.65638 6.99897
C -2.38735 -0.70165 6.39488
H 0.23308 -1.40823 2.61004
H 0.89915 0.18655 2.39726
H -0.79193 -0.06122 1.92372
H 1.41826 -0.20368 4.93686
H 0.24286 -1.50755 5.14251
H -0.53286 1.18350 6.21539
H 0.68111 0.26053 7.01796
H -2.46257 -0.68904 5.30755
H -2.86969 0.21895 6.72343
H -2.97207 -1.52321 6.80871
C -0.53543 8.61374 -2.68098
O 0.11491 7.65681 -2.03992
C -0.39954 6.35240 -2.28145
C -1.91063 6.15392 -2.02482
O -2.41470 4.80704 -2.15162
C -2.11546 3.82832 -1.19318
H -0.93432 8.39221 -3.67089
H 0.17584 9.43034 -2.80486
H -1.36749 9.06505 -2.14053
H 0.36623 5.72235 -1.82897
H -0.34561 6.22605 -3.36276
H -2.55517 6.76695 -2.65479
H -2.18379 6.50607 -1.03010
H -2.94903 3.15807 -0.98338
H -1.67156 4.22178 -0.27872
H -1.34442 3.14728 -1.55344
C 1.07878 -3.83608 1.18121
O 0.91225 -2.67425 0.41790
C -0.23018 -2.53989 -0.40958
C 0.03332 -1.39762 -1.42656
O -1.14418 -1.29644 -2.15066
C -1.16322 -0.14130 -3.10007
H 0.18814 -3.95415 1.79839
H 1.94650 -3.91752 1.83582
H 1.10554 -4.64385 0.44986
H -1.06997 -2.29190 0.23953
H -0.53160 -3.47289 -0.88578
H 0.84118 -1.55548 -2.14109
H 0.15603 -0.50646 -0.81101
H -1.06343 0.77743 -2.52207
H -2.05808 -0.17702 -3.72141
H -0.31203 -0.24462 -3.77304
C 2.49253 3.40662 -2.29333
C 2.17336 3.59248 -3.84585
O 1.85679 2.33014 -4.49284
C 0.95686 2.20583 -5.51946
O 0.39757 3.13631 -6.11190
C 0.89875 0.83378 -6.08758
F 1.38917 0.88908 -7.33907
F 1.63439 -0.03579 -5.36998
F -0.34334 0.27500 -6.24134
H 1.66507 2.86064 -1.84023
H 2.64998 4.21327 -1.57734
H 3.38496 2.79074 -2.18217
H 2.93010 4.18562 -4.35931
H 1.25796 4.18066 -3.91051
C 3.04875 -4.29632 -1.92351
C 3.85249 -3.76639 -0.73044
O 3.67855 -2.35108 -0.66062
C 4.27973 -1.53399 0.26893
O 5.02267 -1.97900 1.22370
C 3.81990 -0.06201 0.11588
F 4.85963 0.74741 -0.17860
F 2.93842 0.10791 -0.81339
F 3.21825 0.35579 1.22894
H 3.59904 -4.15747 -2.85410
H 2.09796 -3.78163 -2.06201
H 2.90615 -5.36688 -2.07063
H 4.88933 -4.07312 -0.86820
H 3.51127 -4.15344 0.22970
C -4.63096 -0.35944 -0.81621
C -5.60006 0.68707 -1.43297
O -4.97633 1.52837 -2.39291
C -4.75784 1.04482 -3.65488
O -5.34240 0.05877 -4.15928
C -3.97644 2.04646 -4.48680
F -2.93674 2.53379 -3.81861
F -3.50779 1.40494 -5.60097
F -4.79237 3.01259 -4.99694
H -3.85605 0.17306 -0.26481
H -4.16993 -0.99315 -1.57380
H -5.18234 -0.94581 -0.08118
H -5.98461 1.39049 -0.69445
H -6.35829 -0.01576 -1.77825
C 3.28874 -6.28460 4.43683
C 3.03462 -5.24245 5.51605
O 1.68004 -5.27542 5.99669
C 0.64054 -4.85510 5.21774
O 0.80537 -4.21297 4.17422
C -0.77591 -4.92926 5.87791
F -1.24200 -3.61831 6.11407
F -1.58403 -5.54582 5.02112
F -0.75429 -5.67985 6.99639
H 3.20175 -7.29613 4.83348
H 4.25876 -6.12852 3.96479
H 2.73775 -6.10105 3.51444
H 3.33352 -4.23112 5.24042
H 3.70789 -5.37817 6.36244
```

Here are the Löwdin charges for atoms 1 to 6, given in e:
1. C -0.045
2. O -0.192
3. C -0.234
4. C -0.174
5. O -0.189
6. C -0.132


Record 4
Formula: C14H14N4O6RuS
Source: the OMol25 dataset
Level of theory: ωB97M-V/def2-TZVPD

For the highest occupied orbital energy (spin up / spin down), the calculation gives -12.64 / -13.16 eV. Its multiplicity is 6. For the HOMO-LUMO gap (spin up / spin down), the calculation gives 9.159 / 7.517 eV. The total energy is -1705.11616 Eh. The net charge is +1. The calculation puts the LUMO energy (spin up / spin down) at -3.49 / -5.65 eV.

XYZ file:
```
40
C14H14N4O6RuS (ωB97M-V/def2-TZVPD)
Ru 1.81292 0.67983 -0.64918
N 2.27070 -0.43067 -2.91378
N 3.59843 0.02683 -3.04783
C 4.34180 0.72686 -2.08218
O 5.52350 0.89930 -2.20143
O 3.62177 1.25493 -1.11803
H 2.18356 -1.41885 -2.82181
H 1.68453 -0.08100 -3.67024
H 4.13215 -0.62383 -3.56134
O 1.03671 2.63410 0.09298
C -0.29739 2.94092 -0.16619
C -1.17455 1.77428 -0.80518
C -2.51464 1.68222 -0.72433
C -3.16928 0.56193 -1.29189
C -2.42738 -0.47173 -1.85798
C -1.04650 -0.31251 -1.86011
N -0.43563 0.77696 -1.33964
H 1.19613 2.97103 0.96446
H -0.44847 3.81225 -0.79894
H -0.79496 3.15264 0.77694
H -3.00958 2.50786 -0.28188
H -4.21114 0.52221 -1.14852
H -2.87451 -1.36121 -2.27531
H -0.41796 -1.05320 -2.35682
O 0.50018 1.71368 2.35084
C 0.57560 0.52493 2.07328
N 1.62508 -0.02848 1.37703
S 1.41782 -1.64025 1.04766
O 1.34075 -1.66213 -0.41385
O 2.47977 -2.40145 1.64647
C -0.12021 -1.76915 1.85448
C -0.96657 -2.88253 2.02141
C -2.14302 -2.68989 2.69140
C -2.48391 -1.44184 3.21052
C -1.66239 -0.33086 3.03425
C -0.48082 -0.50966 2.32147
H -0.64718 -3.79365 1.61149
H -2.80564 -3.48957 2.84913
H -3.33550 -1.39288 3.87306
H -1.87417 0.62256 3.58958
```

Here are the Löwdin charges for atoms 1 to 6, given in e:
1. Ru 1.661
2. N -0.003
3. N 0.008
4. C -0.674
5. O 0.133
6. O -0.182


Look up the total energy of the fourth one.
-1705.11616 Eh


What is the formula in the fourth record?
C14H14N4O6RuS